[1]
Below is a 2-piece molecular cluster, C2H2ClOP overall at a distorted geometry, with properties calculated with ωB97M-V with the def2-TZVPD basis set.

As for the HOMO energy (spin up / spin down): -8.44 / -8.47 eV. As for the frontier orbital gap (spin up / spin down): 6.963 / 7.011 eV. Its charge is 0. Its energy above the lowest of the compared OMol25 structures with the same formula, charge and spin is 1.6372 eV. Its spin multiplicity is 1.

Each line ends with the natural charge from an NBO analysis.
Geometry (Å):
C (-0.324, 1.062, 0.303)  0.709
C (-0.991, 0.191, 0.919)  -0.778
O (0.247, 1.986, -0.144)  -0.468
P (1.606, -1.732, -0.702)  0.255
Cl (1.918, -1.252, -2.577)  -0.248
H (-1.962, 0.504, 1.160)  0.268
H (-0.494, -0.758, 1.040)  0.263


[2]
Below is a 2-piece molecular cluster, C3H7ClN2Si overall at a distorted geometry, with properties calculated with ωB97M-V with the def2-TZVPD basis set.

As for the HOMO energy: -8.58 eV. As for the frontier orbital gap: 7.269 eV. Its charge is 0. Its energy above the lowest of the compared OMol25 structures with the same formula, charge and spin is 4.2352 eV. Its spin multiplicity is 1.

Each line ends with the natural charge from an NBO analysis.
Geometry (Å):
C (-1.525, 0.614, -0.894)  -0.239
C (-0.642, 0.442, 2.165)  -0.413
C (1.503, -0.232, -1.713)  -1.157
N (-2.585, 1.038, -0.904)  -0.196
N (0.324, 0.140, 1.113)  -1.071
Si (0.102, -0.084, -0.500)  1.893
Cl (-1.374, -2.859, -1.624)  -0.739
H (-0.442, -0.073, 3.115)  0.225
H (-0.663, 1.536, 2.291)  0.204
H (-1.587, 0.260, 1.583)  0.230
H (2.370, 0.477, -1.831)  0.278
H (2.016, -1.100, -1.606)  0.279
H (1.230, -0.315, -2.681)  0.284
H (1.273, 0.157, 1.484)  0.422


[3]
Below is a single C3H4N2OS molecule at a distorted geometry, with properties calculated with ωB97M-V with the def2-TZVPD basis set.

As for the HOMO energy: -7.72 eV. As for the frontier orbital gap: 8.066 eV. Its charge is 0. Its energy above the lowest of the compared OMol25 structures with the same formula, charge and spin is 2.4540 eV. The SMILES is Oc1[nH]cnc1S. Its spin multiplicity is 1.

Each line ends with the natural charge from an NBO analysis.
Geometry (Å):
O (1.595, -1.417, 0.355)  -0.646
C (0.455, -0.846, -0.259)  0.401
N (-0.510, -1.563, -0.933)  -0.567
C (-1.650, -0.691, -1.028)  0.100
N (-1.246, 0.515, -0.487)  -0.460
C (0.072, 0.518, -0.071)  -0.156
S (0.508, 1.745, 1.079)  0.021
H (1.758, -2.155, -0.173)  0.464
H (-0.303, -2.538, -1.057)  0.417
H (-2.782, -0.867, -1.156)  0.242
H (-0.534, 2.437, 0.354)  0.185


[4]
Below is a 2-piece molecular cluster, C11H19FN3O3 overall, with properties calculated with ωB97M-V with the def2-TZVPD basis set.

As for the HOMO energy: -13.32 eV. As for the frontier orbital gap: 9.021 eV. Its charge is +1. Its spin multiplicity is 1.

Each line ends with the natural charge from an NBO analysis.
Geometry (Å):
N (-2.242, 1.538, -0.919)  -0.766
C (-0.976, 1.051, -0.652)  0.184
C (-0.361, 1.279, 0.583)  0.054
N (0.830, 0.769, 0.866)  -0.049
C (1.499, 1.058, 2.147)  -0.236
C (2.391, 2.291, 2.035)  -0.082
O (3.668, 1.860, 1.581)  -0.547
C (4.295, 2.714, 0.707)  0.650
O (4.475, 2.435, -0.425)  -0.491
N (1.529, 0.010, 0.042)  -0.161
C (0.984, -0.212, -1.137)  0.059
C (-0.255, 0.277, -1.565)  0.015
C (-0.758, -0.058, -2.945)  -0.479
C (-1.677, -1.276, -2.943)  0.060
F (-1.009, -2.338, -2.348)  -0.365
H (-2.581, 2.198, -0.230)  0.395
H (-2.326, 1.968, -1.832)  0.399
H (-0.839, 1.871, 1.354)  0.239
H (0.723, 1.218, 2.896)  0.232
H (2.095, 0.178, 2.378)  0.268
H (1.953, 2.998, 1.321)  0.187
H (2.459, 2.790, 3.006)  0.210
H (4.693, 3.627, 1.178)  0.124
H (1.553, -0.844, -1.809)  0.241
H (-1.320, 0.782, -3.366)  0.232
H (0.083, -0.238, -3.617)  0.248
H (-1.929, -1.557, -3.968)  0.196
H (-2.602, -1.091, -2.390)  0.179
C (-2.044, -3.604, 1.027)  -0.638
C (-1.332, -2.296, 0.761)  -0.058
O (-1.300, -1.457, 1.924)  -0.751
H (-3.061, -3.418, 1.373)  0.220
H (-2.085, -4.217, 0.127)  0.228
H (-1.523, -4.171, 1.801)  0.208
H (-1.847, -1.713, -0.001)  0.164
H (-0.311, -2.479, 0.411)  0.159
H (-0.853, -1.941, 2.627)  0.471


- What is the spin multiplicity in the second record?
  1